Formula: C42H44N5S2Sb2Ta
Source: the OMol25 dataset
Level of theory: ωB97M-V/def2-TZVPD

## Properties
Gap between HOMO and LUMO in eV: 5.11
LUMO in eV: -12.98
Charge: +4
2S+1: 1
F_max in eV Å⁻¹: 0.974
Electronic energy in eV: -87976.9960

```
96
Properties=species:S:1:pos:R:3:forces:R:3
Ta 0.079 0.311 -0.461 -0.9 0.0 0.4
C -4.961 3.856 0.415 0.0 0.0 0.0
C -4.543 3.661 -1.032 0.0 0.0 0.0
N -3.930 2.331 -1.251 0.0 0.0 0.0
C -2.690 2.042 -0.951 0.0 0.0 0.1
S -2.142 0.368 -1.214 -0.1 -0.1 -0.2
N -1.846 2.957 -0.515 -0.1 0.1 0.0
N -0.673 2.466 -0.139 0.2 0.1 0.1
C 0.218 3.312 0.325 -0.1 0.0 0.0
C 0.029 4.783 0.408 0.0 0.0 0.0
C 1.388 2.634 0.882 0.1 -0.1 -0.1
C 2.432 3.326 1.563 0.0 -0.1 0.1
C 3.425 2.641 2.185 0.0 0.1 -0.1
C 3.411 1.177 2.361 0.0 -0.1 0.0
C 2.169 0.530 1.689 0.1 0.0 -0.1
N 1.398 1.314 0.717 0.2 0.4 0.2
H -5.399 4.847 0.531 0.0 0.0 0.0
H -4.105 3.782 1.087 0.0 0.0 0.0
H -5.712 3.123 0.710 0.0 0.0 0.0
H -3.819 4.409 -1.351 0.0 0.0 0.0
H -5.397 3.709 -1.705 0.0 0.0 0.0
H -4.521 1.590 -1.600 0.0 0.0 0.0
H -0.837 5.097 -0.165 0.0 0.0 0.0
H 0.917 5.307 0.049 0.0 0.0 0.0
H -0.121 5.084 1.450 0.0 0.0 0.0
H 2.444 4.407 1.535 0.0 0.0 0.0
H 4.265 3.191 2.600 0.0 0.0 0.0
H 4.385 0.737 2.146 0.0 0.0 0.0
H 2.378 -0.467 1.284 0.0 0.0 0.0
C -1.476 -3.005 2.157 -0.1 0.1 0.0
C -0.351 -3.944 1.750 0.1 0.0 -0.1
C -0.258 -4.174 0.250 0.0 0.1 0.0
Sb 0.424 -2.574 -1.005 -0.2 -0.2 0.0
C 2.505 -2.890 -1.082 0.0 0.0 0.0
C 3.166 -2.961 -2.305 0.0 0.0 0.0
C 4.518 -3.274 -2.329 0.0 0.0 0.0
C 5.202 -3.512 -1.144 0.0 0.0 0.0
C 4.540 -3.437 0.076 0.0 0.0 0.0
C 3.189 -3.125 0.111 0.0 0.1 0.1
C -0.342 -3.188 -2.863 0.1 0.0 0.0
C -1.137 -2.386 -3.677 0.0 0.0 0.0
C -1.640 -2.899 -4.864 0.0 0.0 0.0
C -1.341 -4.202 -5.242 0.0 0.0 0.0
C -0.542 -4.999 -4.432 0.0 0.0 0.0
C -0.042 -4.496 -3.240 0.0 0.0 0.0
Sb -0.977 -0.934 2.031 0.3 -0.3 0.1
C 0.699 -0.758 3.303 -0.1 0.0 0.1
C 1.264 -1.713 4.048 -0.1 0.0 -0.1
C 2.610 -1.541 4.619 0.1 0.0 0.1
C 3.342 -0.440 4.443 0.0 0.0 0.0
C 2.789 0.771 3.761 0.0 0.1 0.0
C 1.445 0.502 3.044 0.0 0.1 -0.1
C -2.592 0.112 2.876 0.1 0.1 -0.1
C -2.363 1.044 3.885 0.0 0.0 0.0
C -3.447 1.644 4.510 0.0 0.0 0.0
C -4.741 1.314 4.126 0.0 0.0 0.0
C -4.961 0.388 3.114 0.0 0.0 0.0
C -3.886 -0.216 2.478 0.0 0.0 -0.1
H -1.747 -3.115 3.209 0.0 0.0 0.0
H -2.383 -3.179 1.576 0.0 0.0 0.0
H -0.529 -4.911 2.226 0.0 0.0 0.0
H 0.610 -3.599 2.139 0.0 -0.1 0.0
H -1.217 -4.468 -0.179 0.0 0.0 0.0
H 0.460 -4.965 0.029 0.0 0.0 0.0
H 2.633 -2.808 -3.236 0.0 0.0 0.0
H 5.036 -3.351 -3.276 0.0 0.0 0.0
H 6.251 -3.772 -1.171 0.0 0.0 0.0
H 5.074 -3.640 0.995 0.0 0.0 0.0
H 2.677 -3.094 1.069 0.0 0.0 0.0
H -1.387 -1.371 -3.388 0.0 0.0 0.0
H -2.276 -2.290 -5.492 0.0 0.0 0.0
H -1.735 -4.600 -6.167 0.0 0.0 0.0
H -0.309 -6.014 -4.727 0.0 0.0 0.0
H 0.585 -5.132 -2.624 0.0 0.0 0.0
H 0.775 -2.664 4.224 0.0 0.0 0.0
H 3.011 -2.363 5.198 0.0 0.0 0.0
H 4.328 -0.366 4.888 0.0 0.0 0.0
H 2.763 1.606 4.466 0.0 0.0 0.0
H 0.789 1.375 3.120 0.0 0.0 0.0
H -1.359 1.280 4.218 0.0 0.0 0.0
H -3.283 2.353 5.310 0.0 0.0 0.0
H -5.583 1.771 4.628 0.0 0.0 0.0
H -5.972 0.121 2.832 0.0 0.0 0.0
H -4.071 -0.949 1.700 0.0 0.0 0.0
S 1.249 0.021 -2.512 0.6 -0.1 -0.2
C 1.108 1.547 -3.410 -0.1 0.0 -0.1
N 0.713 1.384 -4.697 -0.1 0.0 0.0
C 0.660 2.380 -5.597 0.0 0.0 0.0
C 1.011 3.658 -5.222 0.0 0.0 0.0
C 1.425 3.870 -3.915 0.0 0.0 0.0
C 1.476 2.813 -3.007 0.0 -0.1 0.0
H 0.469 0.446 -5.004 0.0 0.0 0.0
H 0.343 2.112 -6.596 0.0 0.0 0.0
H 0.979 4.458 -5.947 0.0 0.0 0.0
H 1.732 4.860 -3.605 0.0 0.0 0.0
H 1.852 2.966 -2.007 0.0 0.0 0.0
```
Positions in Å, forces in eV/Å.

=====

Formula: C42H44O3P2SSn
Source: the OMol25 dataset
Level of theory: ωB97M-V/def2-TZVPD

## Properties
Gap between HOMO and LUMO (alpha / beta) in eV: 3.06 / 2.93
LUMO (alpha / beta) in eV: -8.86 / -8.98
Charge: +2
2S+1: 1
F_max in eV Å⁻¹: 3.648
Electronic energy in eV: -85631.7424

```
93
Properties=species:S:1:pos:R:3:forces:R:3
Sn -2.707 0.873 -0.815 1.5 0.9 1.4
C 1.885 -1.808 -0.900 0.1 0.0 -0.6
C 1.193 -2.610 -1.743 -1.4 1.9 0.6
C 0.558 -3.953 -1.482 0.3 -0.6 -0.1
C -0.780 -3.900 -0.635 0.9 -0.5 -0.3
C -0.575 -3.595 0.831 -2.3 -1.4 -1.1
C 0.560 -3.143 1.391 2.4 1.1 0.9
C 1.978 -3.477 0.995 0.6 -0.6 0.4
C 2.704 -2.306 0.248 -0.3 0.2 0.8
C -2.809 0.786 1.375 -0.4 0.1 -1.0
H 1.879 -0.688 -0.994 0.2 -1.3 -0.6
H 0.726 -2.035 -2.561 0.1 -0.5 0.2
H 1.220 -4.659 -0.978 -0.2 0.1 -0.4
H 0.312 -4.432 -2.442 -0.1 0.2 0.3
H -1.477 -3.241 -1.180 0.1 0.1 0.7
H -1.250 -4.897 -0.668 -0.1 0.2 0.0
H -1.380 -3.970 1.545 0.8 0.9 -0.9
H 0.488 -2.492 2.287 -0.1 -0.4 -0.4
H 2.088 -4.455 0.489 -0.3 0.9 0.1
H 2.511 -3.669 1.926 0.0 0.3 0.3
H 2.843 -1.444 0.929 0.0 -0.6 -0.1
H 3.712 -2.646 -0.063 -0.6 0.2 0.1
H -2.334 1.720 1.712 0.0 -0.5 0.0
H -2.229 -0.114 1.645 -0.3 0.4 0.2
H -3.864 0.757 1.684 0.3 -0.3 0.2
P -6.785 -1.874 -4.693 0.6 -1.3 -1.2
P -8.372 -2.481 -1.877 -1.7 -2.6 0.0
C -6.988 -3.533 -4.030 -1.2 -0.7 1.4
C -7.793 -3.809 -2.980 0.8 0.4 -1.4
C -7.504 -2.233 -6.406 -0.6 0.7 -0.2
C -7.546 -3.523 -6.970 0.0 -0.3 0.0
C -8.135 -3.763 -8.223 0.1 0.4 0.3
C -8.677 -2.696 -8.950 0.2 0.1 0.5
C -8.682 -1.407 -8.394 0.1 -0.3 0.1
C -8.128 -1.184 -7.125 0.2 -0.1 0.1
C -4.950 -1.952 -4.891 -0.3 0.5 -0.1
C -4.174 -1.954 -3.721 0.3 -0.1 -0.2
C -2.779 -2.008 -3.803 -0.2 -0.1 -0.4
C -2.149 -2.087 -5.058 -0.6 0.1 0.2
C -2.936 -2.084 -6.220 0.0 0.0 0.3
C -4.333 -1.996 -6.147 0.5 0.0 0.1
C -10.087 -3.293 -1.717 0.0 0.5 0.0
C -10.880 -3.448 -2.880 0.0 0.0 0.0
C -12.119 -4.102 -2.828 0.6 0.1 0.3
C -12.556 -4.625 -1.601 0.1 0.3 -0.1
C -11.786 -4.511 -0.439 0.7 0.4 -0.3
C -10.556 -3.833 -0.502 -0.1 -0.1 0.1
C -7.633 -3.121 -0.329 0.6 1.1 0.6
C -7.643 -2.229 0.767 -0.1 -0.5 -0.1
C -7.151 -2.639 2.004 0.1 -0.1 0.3
C -6.598 -3.918 2.157 0.0 0.0 -0.6
C -6.548 -4.792 1.056 -0.2 0.6 0.2
C -7.055 -4.388 -0.185 0.0 -0.2 0.3
H -6.521 -4.345 -4.585 0.0 0.1 0.1
H -8.158 -4.825 -2.756 0.4 0.5 -0.1
H -7.131 -4.380 -6.437 -0.1 0.3 -0.3
H -8.171 -4.783 -8.627 0.1 0.5 0.2
H -9.098 -2.878 -9.936 0.0 0.1 0.2
H -9.131 -0.580 -8.958 0.2 -0.3 0.4
H -8.176 -0.185 -6.680 0.0 -0.3 -0.2
H -4.670 -1.936 -2.748 0.1 0.1 -0.2
H -2.178 -1.972 -2.896 -0.1 -0.1 -0.2
H -1.059 -2.130 -5.118 -0.4 0.0 -0.1
H -2.448 -2.131 -7.189 -0.1 0.0 0.1
H -4.930 -1.981 -7.063 0.2 0.0 0.3
H -10.494 -3.100 -3.847 -0.3 0.0 0.4
H -12.714 -4.211 -3.745 0.3 0.0 0.6
H -13.516 -5.112 -1.547 -0.1 -0.1 0.0
H -12.104 -4.944 0.521 0.1 0.2 -0.6
H -9.930 -3.787 0.396 -0.4 0.1 -0.3
H -8.075 -1.234 0.649 0.1 -0.2 0.1
H -7.199 -1.968 2.870 0.0 -0.2 -0.4
H -6.171 -4.229 3.113 -0.3 0.1 -0.3
H -6.120 -5.786 1.171 -0.1 0.2 -0.1
H -7.017 -5.095 -1.016 0.0 0.3 0.3
C 5.570 3.103 3.028 0.9 -0.2 0.4
C 4.361 2.862 2.184 -0.1 0.4 -0.9
C 4.112 3.648 1.027 -1.0 -0.5 0.4
C 2.867 3.565 0.369 -0.4 -0.4 -0.2
C 1.928 2.568 0.754 -0.3 0.2 1.2
C 2.211 1.774 1.883 0.3 0.1 -0.7
C 3.431 1.891 2.539 -0.3 0.3 0.1
S 0.345 2.142 -0.105 3.6 0.7 -0.4
O -0.815 2.863 0.400 -0.9 -0.2 -0.2
O 0.692 2.434 -1.484 -0.9 -0.4 0.1
O 0.282 0.702 0.217 -1.5 -0.6 -0.5
H 6.507 3.009 2.461 -0.2 0.1 0.0
H 5.583 4.101 3.494 -0.2 -0.3 -0.3
H 5.650 2.375 3.847 -0.2 0.2 -0.2
H 4.875 4.330 0.652 -0.3 0.0 0.3
H 2.604 4.277 -0.440 0.4 -0.8 0.4
H 1.515 1.028 2.261 0.0 0.2 -0.4
H 3.621 1.220 3.371 0.1 0.2 0.1
```
Positions in Å, forces in eV/Å.